(1)
Formula: C55H43F2P3PtSi
Source: the Open Molecules 2025 dataset
Level of theory: ωB97M-V with the def2-TZVPD basis set

The orbital gap comes out at 0.23178 Eh. The value obtained for the electronic energy is -102160.128 eV. As for the highest occupied orbital energy: -6.5 eV. For the maximum force, the calculation gives 0.8 eV Å⁻¹.

Each line ends with the Mulliken charge.
Element x y z (Å)
Pt1 -1.0322 -1.0904 -0.7188  2.4159
C1 -0.4744 5.9728 -2.7888  -0.6219
C2 0.5285 5.0185 -2.9214  -0.9026
C3 0.5507 3.9131 -2.0874  -0.0991
C4 -0.4259 3.7374 -1.1043  0.3121
C5 -1.4165 4.7076 -0.9756  -0.7732
C6 -1.4462 5.8162 -1.8143  -0.6159
P1 -0.6228 2.2770 0.0004  0.7031
C7 -1.4263 1.1285 -1.2068  0.8237
C8 -1.1681 1.2232 -2.6094  -0.3724
C9 -1.9970 0.6633 -3.5363  -0.7779
C10 -3.1133 -0.0795 -3.0850  -0.9624
C11 -3.4428 -0.1425 -1.7536  -0.4362
C12 -2.6377 0.5035 -0.7744  -0.8101
C13 1.1287 1.7468 0.3079  1.3039
C14 2.0365 2.8072 0.4104  -0.6795
C15 3.3505 2.6314 0.8165  -1.3478
C16 3.7981 1.3681 1.1484  -0.8709
C17 2.9076 0.3085 1.0836  -0.7511
C18 1.5688 0.4555 0.6932  0.7065
Si1 0.6462 -1.1924 0.7883  -0.1092
C19 1.8834 -2.4998 0.1434  0.5098
C20 2.8499 -3.1303 0.9370  0.1004
C21 3.6563 -4.1411 0.4359  -1.0650
C22 3.5143 -4.5576 -0.8821  -0.9039
C23 2.5969 -3.9226 -1.7028  -0.6743
C24 1.8030 -2.8987 -1.1958  -0.6782
P2 0.7620 -1.8480 -2.2435  0.9500
C25 1.9976 -0.6805 -2.9268  1.1649
C26 3.2736 -0.5498 -2.3797  -0.5799
C27 4.1339 0.4493 -2.8157  -0.6974
C28 3.7420 1.3329 -3.8096  -0.7572
C29 2.4761 1.2116 -4.3676  -0.9321
C30 1.6155 0.2188 -3.9257  -0.9773
C31 0.2454 -2.9248 -3.6134  0.4885
C32 -0.4989 -4.0491 -3.2419  -0.4652
C33 -1.0487 -4.8755 -4.2069  -0.8168
C34 -0.8759 -4.5866 -5.5546  -0.5989
C35 -0.1294 -3.4814 -5.9299  -0.7410
C36 0.4318 -2.6525 -4.9653  -0.6260
C37 0.1659 -1.8025 2.5173  0.4672
C38 0.3858 -3.1393 2.8787  -0.5541
C39 0.0629 -3.6082 4.1433  -0.9342
C40 -0.4897 -2.7489 5.0875  -0.8095
C41 -0.7556 -1.4359 4.7355  -0.3223
C42 -0.4560 -0.9740 3.4569  -0.4797
P3 -0.8656 0.7017 2.8744  1.8179
C43 -2.6892 0.7209 2.9299  0.0805
C44 -3.3376 1.9488 2.7721  -0.3613
C45 -4.7169 2.0122 2.6534  -0.8092
C46 -5.4726 0.8454 2.6728  -0.5712
C47 -4.8382 -0.3787 2.8250  -0.7043
C48 -3.4567 -0.4400 2.9590  -0.4666
C49 -0.3767 1.7654 4.2762  0.2741
C50 0.9660 2.1453 4.2930  -0.2357
C51 1.4789 2.8811 5.3500  -0.7200
C52 0.6493 3.2591 6.3978  -0.5438
C53 -0.6925 2.9050 6.3786  -0.7134
C54 -1.2036 2.1599 5.3240  -0.2626
H1 -0.4915 6.8360 -3.4418  0.3815
H2 1.2921 5.1341 -3.6804  0.4498
H3 1.3449 3.1825 -2.1985  0.6783
H4 -2.1750 4.5905 -0.2100  0.3867
H5 -2.2233 6.5603 -1.6956  0.4171
H6 -0.2891 1.7650 -2.9307  0.4967
H7 -1.7786 0.7337 -4.5936  0.4674
H8 -3.7557 -0.5681 -3.8079  0.3955
H9 -4.3442 -0.6507 -1.4377  0.4703
H10 -3.0161 0.6625 0.2222  0.2627
H11 1.7075 3.8115 0.1817  0.5806
H12 4.0132 3.4858 0.8753  0.4233
H13 4.8226 1.2028 1.4576  0.4391
H14 3.2738 -0.6725 1.3544  -0.0190
H15 2.9651 -2.8475 1.9782  0.6077
H16 4.3867 -4.6156 1.0794  0.4275
H17 4.1251 -5.3633 -1.2686  0.4209
H18 2.5020 -4.2153 -2.7420  0.5204
H19 3.6044 -1.2177 -1.5939  0.1940
H20 5.1165 0.5340 -2.3692  0.4403
H21 4.4145 2.1117 -4.1455  0.4133
H22 2.1523 1.8936 -5.1440  0.4479
H23 0.6251 0.1556 -4.3588  0.5851
H24 -0.6494 -4.2748 -2.1937  0.3233
H25 -1.6220 -5.7417 -3.9030  0.4313
H26 -1.3190 -5.2245 -6.3085  0.3956
H27 0.0250 -3.2602 -6.9783  0.4297
H28 1.0423 -1.8176 -5.2798  0.4923
H29 0.7948 -3.8362 2.1605  0.5489
H30 0.2491 -4.6453 4.3929  0.4472
H31 -0.7251 -3.1057 6.0822  0.3987
H32 -1.2121 -0.7632 5.4543  0.5065
H33 -2.7515 2.8618 2.7314  0.4419
H34 -5.2032 2.9717 2.5313  0.4054
H35 -6.5491 0.8920 2.5701  0.3887
H36 -5.4186 -1.2926 2.8417  0.4358
H37 -2.9754 -1.4032 3.0733  0.1897
H38 1.6108 1.8625 3.4659  0.0381
H39 2.5230 3.1664 5.3518  0.4399
H40 1.0476 3.8312 7.2259  0.3771
H41 -1.3443 3.2052 7.1894  0.4159
H42 -2.2538 1.8892 5.3172  0.3791
F1 -0.8863 -3.9209 0.1875  -0.2711
C55 -1.7722 -2.8479 0.1111  -0.0778
F2 -2.7356 -3.2528 -0.7974  -0.3080
H43 -2.2458 -2.8077 1.0911  0.2976

(2)
Formula: C36H49N4O2RuS3Sb
Source: the Open Molecules 2025 dataset
Level of theory: ωB97M-V with the def2-TZVPD basis set

As for the net charge: +4. The orbital gap (spin up / spin down) comes out at 0.26792 / 0.26752 Eh. The value obtained for the electronic energy is -89767.637 eV. The calculation puts the energy relative to the best compared isomer or geometry (same formula, charge and spin) at 121.4 kJ/mol. As for the highest occupied orbital energy (spin up / spin down): -18.9 / -18.9 eV. For the maximum force, the calculation gives 1.9 eV Å⁻¹.

Each line ends with the Mulliken charge.
Element x y z (Å)
Ru1 1.3161 -0.2590 -0.2896  1.1255
N1 5.1831 -1.5649 0.4095  0.0299
C1 5.6256 -0.4161 -0.2051  -0.9886
C2 4.5135 0.2420 -0.6219  -0.3492
N2 3.3989 -0.4983 -0.2743  0.7117
C3 3.8463 -1.5733 0.3462  -0.4567
C4 2.8591 -2.5046 0.8167  0.1522
N3 1.5910 -2.1251 0.7469  0.3829
C5 0.8485 -3.2350 1.1434  -0.3573
C6 1.6915 -4.2458 1.4610  -1.1593
N4 2.9633 -3.7650 1.2402  0.0026
H1 5.7807 -2.2540 0.8437  0.1962
H2 6.6720 -0.1773 -0.2965  0.4311
H3 4.4491 1.1719 -1.1526  0.2917
H4 -0.2243 -3.2423 1.2182  0.6864
H5 1.5058 -5.2450 1.8185  0.4320
H6 3.8119 -4.2908 1.3976  0.2137
S1 -1.1276 -0.9750 0.5788  -0.4146
Sb1 -1.5290 -1.7615 -1.7248  1.9905
C7 -0.2931 -3.3230 -2.2446  1.0722
C8 1.0977 -3.2232 -2.3474  -0.0332
C9 1.8072 -4.2940 -2.8626  -1.0910
C10 1.1386 -5.4520 -3.2589  -0.6805
C11 -0.2384 -5.5510 -3.1352  -0.8197
C12 -0.9697 -4.4814 -2.6332  -0.6713
C13 -3.5233 -2.0975 -2.0742  0.6931
C14 -3.9048 -2.1768 -3.4148  -0.3270
C15 -5.2330 -2.4736 -3.6906  -0.7658
C16 -6.1313 -2.6869 -2.6506  -0.5261
C17 -5.7253 -2.6037 -1.3231  -0.7559
C18 -4.4048 -2.3086 -1.0153  -0.6441
C19 -0.8554 0.0859 -2.4357  0.8676
C20 -1.7654 1.1285 -2.4906  -0.8005
C21 -1.3182 2.4213 -2.7812  -0.7269
C22 0.0288 2.6693 -2.9817  -0.7865
C23 0.9399 1.6178 -2.9528  -0.7192
C24 0.5147 0.3181 -2.6843  -1.4986
H7 1.6405 -2.3389 -2.0397  0.1447
H8 2.8812 -4.2244 -2.9784  0.5240
H9 1.6995 -6.2791 -3.6747  0.4554
H10 -0.7506 -6.4546 -3.4385  0.4786
H11 -2.0486 -4.5586 -2.5602  0.4696
H12 -3.2076 -2.0152 -4.2299  0.4809
H13 -5.5623 -2.5417 -4.7191  0.4609
H14 -7.1616 -2.9271 -2.8787  0.4536
H15 -6.4364 -2.7782 -0.5262  0.4915
H16 -4.0850 -2.2568 0.0185  0.4283
H17 -2.8259 0.9416 -2.3615  0.7546
H18 -2.0339 3.2297 -2.8739  0.5241
H19 0.3642 3.6702 -3.2217  0.5447
H20 1.9780 1.7943 -3.2066  0.6503
H21 1.1944 -0.4964 -2.9118  0.9190
C25 3.7281 3.9717 -1.5568  -0.5133
C26 3.6492 4.4307 -0.1075  -0.4963
C27 2.3321 4.0305 0.5567  -1.0624
S2 2.3211 2.2741 1.0048  0.9205
O1 0.9637 1.6467 0.4656  0.0061
C28 2.1396 2.3606 2.7906  -0.7831
C29 3.5167 2.3439 3.4596  -0.7741
C30 4.1853 0.9738 3.3931  -0.6548
H22 4.6947 4.2124 -1.9968  0.4305
H23 2.9622 4.4647 -2.1593  0.2939
H24 3.5760 2.8929 -1.6478  -0.3242
H25 3.7197 5.5178 -0.0637  0.4738
H26 4.4925 4.0525 0.4765  0.2462
H27 1.4872 4.1446 -0.1279  0.4250
H28 2.1340 4.5947 1.4673  0.5728
H29 1.5646 1.4638 3.0398  -0.0051
H30 1.5606 3.2519 3.0339  0.7278
H31 3.3728 2.6413 4.4982  0.4368
H32 4.1597 3.1098 3.0167  0.2758
H33 3.6979 0.2729 4.0736  0.3328
H34 5.2338 1.0379 3.6790  0.4373
H35 4.1394 0.5563 2.3805  -0.1319
C31 -5.3331 0.7841 1.7617  -0.7690
C32 -4.9525 2.2003 1.3502  -0.8445
C33 -3.8198 2.2841 0.3381  -0.7625
S3 -2.1478 1.7624 0.8100  0.8392
O2 -2.3851 0.1509 0.5947  -0.4054
C34 -2.0385 2.0007 2.5959  -0.6623
C35 -1.6224 0.7637 3.3954  0.1571
C36 -1.3912 1.1633 4.8523  -1.5940
H36 -6.1701 0.8075 2.4568  0.4282
H37 -4.5110 0.2595 2.2553  0.0772
H38 -5.6399 0.1958 0.8945  0.2509
H39 -4.7479 2.8264 2.2195  0.4004
H40 -5.7962 2.6832 0.8508  0.4784
H41 -3.6518 3.3070 -0.0156  0.6059
H42 -4.0079 1.6564 -0.5374  0.2270
H43 -2.9940 2.3917 2.9382  0.4672
H44 -1.2833 2.7852 2.6880  0.5201
H45 -0.7094 0.3287 2.9783  -0.1241
H46 -2.4078 0.0088 3.3401  0.1843
H47 -0.6163 1.9267 4.9438  0.3404
H48 -1.0863 0.2962 5.4358  0.4182
H49 -2.3038 1.5565 5.3008  0.4456

(3)
Formula: C7H10N
Source: the Open Molecules 2025 dataset
Level of theory: ωB97M-V with the def2-TZVPD basis set

As for the net charge: +1. The orbital gap (spin up / spin down) comes out at 0.29227 / 0.29230 Eh. The value obtained for the electronic energy is -8899.025 eV. The calculation puts the energy relative to the best compared isomer or geometry (same formula, charge and spin) at 440.7 kJ/mol. As for the highest occupied orbital energy (spin up / spin down): -13.7 / -13.7 eV. For the maximum force, the calculation gives 4.5 eV Å⁻¹.

Each line ends with the Mulliken charge.
Element x y z (Å)
C1 -1.3766 0.1678 -0.4213  0.0566
C2 3.3494 -1.0405 0.1281  -0.3034
C3 -2.4048 -0.4865 -0.1199  -0.0272
C4 2.1248 1.1076 0.2407  -0.4196
C5 0.6838 1.3694 0.3290  -0.2730
C6 -0.0954 0.4966 -0.4577  -0.2269
C7 -3.9002 -0.6059 -0.1095  -0.9596
N1 2.3731 -0.2298 -0.2475  -0.3423
H1 3.3158 -2.1041 -0.2727  0.2455
H2 4.2276 -0.7479 0.6302  0.2642
H3 -1.8854 -1.4636 0.0448  0.2998
H4 2.3987 1.9212 -0.5326  0.2828
H5 2.7590 1.4326 1.1890  0.4137
H6 0.4493 2.2685 0.7460  0.4714
H7 0.6262 -0.0541 -1.0551  0.5521
H8 -4.0259 -1.7173 -0.2997  0.2936
H9 -4.3422 0.1834 -0.6778  0.3435
H10 -4.2773 -0.4975 0.8859  0.3286

(4)
Formula: C6H6O3
Source: the Open Molecules 2025 dataset
Level of theory: ωB97M-V with the def2-TZVPD basis set

The orbital gap comes out at 0.34048 Eh. The value obtained for the electronic energy is -12456.442 eV. The calculation puts the energy relative to the best compared isomer or geometry (same formula, charge and spin) at 449.8 kJ/mol. As for the highest occupied orbital energy: -8.8 eV. For the maximum force, the calculation gives 8.4 eV Å⁻¹.

Each line ends with the Mulliken charge.
Element x y z (Å)
C1 -2.2066 -0.5089 -0.0223  -1.0974
C2 -0.7424 0.0085 -0.2148  0.2773
C3 0.2382 -0.8279 -0.0518  0.4424
C4 1.7525 -0.2908 -0.1315  0.7387
C5 1.7344 1.1243 0.0849  -0.4913
C6 0.5995 1.7852 -0.0903  0.0462
H1 -2.9387 0.3532 -0.6131  0.2653
H2 -2.1506 -1.5226 -0.1889  0.4188
H3 -2.3722 -0.1199 1.2279  0.2224
H4 0.9340 -2.6126 -0.5162  0.4187
H5 2.7295 1.6391 0.7127  0.1934
H6 0.3580 2.9552 0.1046  0.2694
O1 -0.0631 -2.1220 0.0923  -0.7053
O2 2.6942 -1.1129 -0.1631  -0.6554
O3 -0.5669 1.2520 -0.2304  -0.3432

(5)
Formula: C3H13NO4S2
Source: the Open Molecules 2025 dataset
Level of theory: ωB97M-V with the def2-TZVPD basis set

The orbital gap comes out at 0.35904 Eh. The value obtained for the electronic energy is -34672.297 eV. The calculation puts the energy relative to the best compared isomer or geometry (same formula, charge and spin) at 0.0 kJ/mol. As for the highest occupied orbital energy: -9.4 eV. For the maximum force, the calculation gives 2.2 eV Å⁻¹.

Each line ends with the Mulliken charge.
Element x y z (Å)
O1 -1.1788 0.8822 -2.5833  -0.6305
C1 -1.6149 0.3535 -1.5962  0.0125
N1 -1.5406 0.9353 -0.3867  -0.0100
C2 -2.1039 0.3352 0.8139  -0.4925
C3 -1.2544 0.5777 2.0452  -0.8490
S1 0.0742 -0.5341 2.5776  -0.0716
S2 1.7099 -0.4337 1.4598  -0.1914
H1 -2.0068 -0.6640 -1.6546  0.3666
H2 -0.9452 1.7869 -0.4087  0.1729
H3 -3.0780 0.7310 0.9795  0.2925
H4 -2.2211 -0.6997 0.7309  0.4197
H5 -1.8806 0.4622 2.9058  0.3605
H6 -0.9592 1.6277 2.2116  0.4128
H7 1.5657 -1.4674 0.6060  0.1705
O2 0.1939 -2.7382 -1.0295  -0.5929
H8 -0.6944 -2.4678 -1.2369  0.2830
H9 0.6564 -2.6076 -1.8349  0.3344
O3 1.1728 -0.3711 -3.3800  -0.6330
H10 1.4361 0.2627 -2.7298  0.3133
H11 0.4104 0.0779 -3.7365  0.3236
O4 1.8833 2.1601 -1.0581  -0.5628
H12 2.5206 2.1508 -0.3260  0.3034
H13 1.1011 2.3602 -0.5852  0.2681

(6)
Formula: C14H30ClO2P2SiTi
Source: the Open Molecules 2025 dataset
Level of theory: ωB97M-V with the def2-TZVPD basis set

As for the net charge: +2. Its expectation value of S² is 0.8208. The orbital gap (spin up / spin down) comes out at 0.22587 / 0.25444 Eh. The value obtained for the electronic energy is -81175.983 eV. The calculation puts the energy relative to the best compared isomer or geometry (same formula, charge and spin) at 0.0 kJ/mol. As for the spin multiplicity: 2. As for the highest occupied orbital energy (spin up / spin down): -15.0 / -15.7 eV. For the maximum force, the calculation gives 5.2 eV Å⁻¹.

Each line ends with the Mulliken spin population.
Element x y z (Å)
C1 0.1915 0.0074 -4.7380  0.0981
C2 0.6395 0.1134 -3.3429  0.1166
H1 1.0084 -0.1012 -5.4720  0.0053
H2 -0.4032 0.9000 -5.0057  -0.0048
H3 -0.4831 -0.8640 -4.8119  -0.0049
O1 1.7236 0.3441 -2.7711  0.2126
Cl1 -2.4813 -0.0201 -1.8621  0.0270
Ti1 -0.2591 0.0115 -1.4260  -0.0910
P1 -0.1812 2.4475 -1.2012  0.0057
C3 1.2877 3.2831 -0.5773  -0.0009
C4 -0.6146 3.3824 -2.6996  -0.0011
H4 -0.7534 4.4345 -2.4114  0.0002
H5 -1.5492 3.9961 -0.0140  -0.0004
H6 -1.5365 2.9917 -3.1489  0.0007
H7 -2.4095 2.4270 -0.2468  0.0001
H8 2.1463 2.9986 -1.1932  0.0008
H9 0.1897 3.3013 -3.4425  0.0007
C5 -1.4554 2.9019 0.0114  -0.0015
H10 1.1124 4.3653 -0.6271  0.0005
H11 -1.1570 2.5598 1.0103  -0.0004
H12 1.4915 2.9723 0.4522  0.0004
P2 0.0157 -2.4417 -1.3580  -0.0126
C6 1.4706 -3.2702 -0.6697  -0.0012
C7 -1.3118 -3.0664 -0.2736  0.0046
H13 -1.2197 -2.9987 -3.3673  0.0006
H14 -0.2836 -4.3896 -2.7061  -0.0004
H15 0.5434 -3.0885 -3.6332  -0.0005
C8 -0.2656 -3.3133 -2.9265  0.0008
H16 -2.2379 -2.5096 -0.4557  0.0002
H17 -1.4596 -4.1291 -0.5059  0.0008
H18 1.3572 -4.3563 -0.8011  0.0000
H19 1.5869 -3.0256 0.3931  0.0018
H20 -1.0367 -2.9454 0.7823  0.0000
H21 2.3611 -2.9102 -1.1961  -0.0003
C9 1.5116 -0.0188 -0.0580  0.4095
O2 2.6954 -0.0151 0.0976  0.2316
C10 -1.5900 0.9026 4.4089  -0.0014
Si1 -0.0616 0.0018 3.7749  0.0074
C11 1.5014 0.8798 4.3768  -0.0067
C12 -0.0254 -1.7823 4.3923  -0.0023
C13 -0.0752 0.0449 1.9338  -0.0623
C14 0.3139 -0.0115 0.7188  0.0660
H22 -1.6446 0.9240 5.5084  0.0001
H23 -2.4947 0.4075 4.0265  0.0000
H24 -1.5865 1.9406 4.0442  0.0003
H25 1.5734 0.8790 5.4752  -0.0007
H26 2.3950 0.3807 3.9710  0.0007
H27 1.5101 1.9242 4.0304  0.0002
H28 -0.9107 -2.3264 4.0316  0.0003
H29 0.8708 -2.2956 4.0113  0.0000
H30 -0.0102 -1.8431 5.4919  -0.0002

(7)
Formula: C2H8N4O
Source: the Open Molecules 2025 dataset
Level of theory: ωB97M-V with the def2-TZVPD basis set

The orbital gap comes out at 0.32201 Eh. The value obtained for the electronic energy is -10209.871 eV. The calculation puts the energy relative to the best compared isomer or geometry (same formula, charge and spin) at 264.6 kJ/mol. As for the highest occupied orbital energy: -8.2 eV. For the maximum force, the calculation gives 2.6 eV Å⁻¹.

Each line ends with the Mulliken charge.
Element x y z (Å)
H1 2.4049 -0.2754 0.6804  0.4274
N1 2.9434 -0.5565 -0.2947  -0.3072
N2 2.1841 -0.4705 -1.2058  -0.3049
H2 1.1476 -0.1452 -0.8485  0.4403
C1 -1.7909 -0.6906 -0.4677  -0.8202
N3 -0.8060 -0.5954 0.5940  -0.1949
C2 0.2097 0.3449 0.5991  0.2691
N4 -0.1437 1.6114 0.1266  -0.4041
O1 1.1841 0.1921 1.3836  -0.7290
H3 -2.3747 -1.5987 -0.3284  0.3492
H4 -1.3287 -0.7129 -1.4608  0.2908
H5 -2.4769 0.1594 -0.4330  0.2596
H6 -0.5287 -1.4616 1.0300  0.2770
H7 -1.1170 1.8634 0.2049  0.1933
H8 0.4926 2.3358 0.4203  0.2537